Entry 1:
Formula: C23H23N8PtS2
Source: OMol25
Level of theory: wB97M-V/def2-TZVPD

CARTESIAN COORDINATES (ANGSTROEM)
Pt: 0.0450 -0.3762 -0.2362
C: 0.3020 2.3263 -2.4213
C: 1.6302 1.6504 -2.3026
C: 2.7052 2.1260 -3.0753
C: 3.9315 1.5379 -2.9737
C: 4.1110 0.4803 -2.0608
C: 5.3790 -0.1318 -1.8721
C: 5.5615 -1.1310 -0.9412
C: 4.4892 -1.5437 -0.1678
C: 3.2072 -0.9797 -0.3249
S: 1.9778 -1.4932 0.7093
C: 3.0008 0.0550 -1.3111
N: 1.7699 0.6198 -1.4640
H: 0.3984 3.2827 -2.9293
H: -0.1326 2.4993 -1.4366
H: -0.3863 1.7133 -3.0081
H: 2.5416 2.9607 -3.7423
H: 4.7685 1.8861 -3.5664
H: 6.2115 0.2127 -2.4736
H: 6.5349 -1.5806 -0.8032
H: 4.6236 -2.3104 0.5850
N: -2.3843 0.6780 1.4419
C: -1.3400 1.6141 1.6795
C: -1.5886 2.7819 2.3872
C: -0.5398 3.6570 2.6081
C: 0.7252 3.3371 2.1301
C: 0.8856 2.1654 1.4212
N: -0.1336 1.3278 1.1805
C: -2.2447 -0.6604 1.8994
C: -3.1305 -1.1762 2.8362
C: -2.9567 -2.4810 3.2607
C: -1.8991 -3.2234 2.7499
C: -1.0711 -2.6339 1.8189
N: -1.2490 -1.3782 1.3802
H: -3.2851 1.0640 1.7008
H: -2.5783 2.9878 2.7736
H: -0.7038 4.5713 3.1627
H: 1.5721 3.9851 2.3042
H: 1.8453 1.8736 1.0164
H: -3.9181 -0.5566 3.2448
H: -3.6217 -2.9057 4.0009
H: -1.7166 -4.2383 3.0732
H: -0.2264 -3.1718 1.4068
C: -1.6844 -4.2818 -3.7948
C: -2.2384 -3.0087 -3.2897
N: -3.4217 -2.5246 -3.5683
N: -3.4967 -1.3541 -2.9196
C: -2.4053 -1.0744 -2.2127
S: -2.0874 0.3069 -1.2720
N: -1.5869 -2.1367 -2.4416
N: -0.3037 -2.2350 -1.8989
H: -2.4312 -4.7593 -4.4244
H: -1.4370 -4.9569 -2.9734
H: -0.7856 -4.1080 -4.3895
H: -4.3312 -0.7840 -3.0087
H: -0.2092 -3.1354 -1.4353
H: 0.3836 -2.1717 -2.6470

* energy above the lowest of the compared OMol25 structures with the same formula, charge and spin: 0.0 kJ/mol
* spin multiplicity: 5
* total charge: +3
* largest force on an atom: 0.00355 Eh/bohr
* expectation value of S²: 6.050

Entry 2:
Formula: C23H23OP2Ti
Source: OMol25
Level of theory: wB97M-V/def2-TZVPD

CARTESIAN COORDINATES (ANGSTROEM)
C: -0.3887 -0.6783 -4.8362
C: -0.5841 0.1783 -5.9075
C: -0.3524 1.5710 -5.9736
C: 0.2306 2.2970 -4.9176
C: 0.5924 1.7923 -3.6588
Ti: -0.1045 0.1669 -2.9994
P: 0.1596 -2.4454 -2.2794
H: -0.5796 -1.7559 -4.9156
H: -0.9645 -0.2683 -6.8339
H: -0.5867 2.0878 -6.9180
H: 1.1456 2.3915 -2.9261
H: 0.4084 3.3551 -5.1225
H: 1.3746 -2.8045 -1.6630
H: 0.1621 -3.4633 -3.3104
H: -0.6469 -2.9409 -1.2022
O: -0.0082 0.4881 -1.1622
P: -0.0164 0.4747 0.6043
C: -1.6045 -0.4039 0.7961
C: -2.3043 -0.9858 -0.2555
C: -3.5844 -1.4863 -0.0905
C: -4.2252 -1.3498 1.1468
C: -3.5396 -0.7703 2.2569
C: -2.1818 -0.4779 2.0902
C: 1.5364 -0.4718 0.9007
C: 2.1815 -0.5220 2.1477
C: 3.5070 -0.9516 2.2624
C: 4.1148 -1.5869 1.1815
C: 3.4417 -1.6996 -0.0650
C: 2.2257 -1.0259 -0.1718
C: -0.0174 1.5202 2.1994
C: -1.1960 1.7571 2.9887
C: -1.0718 2.0511 4.3534
C: 0.1793 2.3514 4.9093
C: 1.2954 2.3908 4.0708
C: 1.2245 1.9793 2.7288
H: -1.8258 -1.2104 -1.2366
H: -4.1251 -1.8984 -0.9686
H: -5.1950 -1.7986 1.3302
H: -3.9704 -0.6576 3.2702
H: -1.5824 -0.3441 2.9822
H: 1.6435 -0.2282 3.0611
H: 4.0277 -0.7650 3.2229
H: 5.0695 -2.0978 1.3156
H: 3.8721 -2.2191 -0.9452
H: 1.8276 -0.9894 -1.1752
H: -2.1408 1.8626 2.4472
H: -2.0072 2.1105 4.9273
H: 0.2655 2.6167 5.9417
H: 2.2636 2.8048 4.3844
H: 2.0545 2.0498 2.0151

* energy above the lowest of the compared OMol25 structures with the same formula, charge and spin: 496.9 kJ/mol
* spin multiplicity: 2
* largest force on an atom: 0.16009 Eh/bohr
* expectation value of S²: 0.786

Entry 3:
Formula: C23H24AgN3OPS
Source: OMol25
Level of theory: wB97M-V/def2-TZVPD

CARTESIAN COORDINATES (ANGSTROEM)
Ag: -1.3443 0.5077 -0.7063
O: 1.4419 2.6514 -1.4892
N: 1.2936 1.5059 -0.7507
C: 2.4486 0.8764 -0.6040
C: 2.4035 -0.3526 0.1302
C: 3.5665 -1.1582 -0.0857
C: 3.6740 -2.4309 0.4870
C: 2.6296 -2.8741 1.2657
C: 1.5863 -2.0310 1.5928
C: 1.4648 -0.7427 1.0618
P: -0.1133 0.0876 1.3715
C: 0.1363 1.7483 2.1620
C: 1.1770 2.6117 1.9101
C: 0.9373 3.9722 2.0919
C: -0.2867 4.4523 2.5514
C: -1.3102 3.5676 2.8436
C: -1.0788 2.2148 2.7221
C: -0.8982 -0.9340 2.6133
C: -2.0550 -1.6042 2.2923
C: -2.7163 -2.3731 3.2454
C: -2.2050 -2.4211 4.5652
C: -1.0272 -1.7776 4.8454
C: -0.3590 -1.0365 3.9019
H: 0.6077 3.1229 -1.4107
H: 3.3056 1.2266 -1.1185
H: 4.3185 -0.8100 -0.8318
H: 4.5073 -3.0931 0.2857
H: 2.5802 -3.9085 1.5422
H: 0.8010 -2.4867 2.2188
H: 2.0798 2.2270 1.4758
H: 1.7835 4.6422 2.0501
H: -0.3258 5.5348 2.7555
H: -2.1956 3.9534 3.3557
H: -1.8445 1.4501 3.1003
H: -2.4280 -1.6367 1.2803
H: -3.6881 -2.7850 3.0431
H: -2.8023 -2.9246 5.3564
H: -0.6450 -1.7911 5.8649
H: 0.5750 -0.5074 4.1739
C: 0.6418 -0.0198 -3.6996
N: -0.6439 -0.3072 -4.3973
C: -0.7134 -0.9440 -5.6912
C: -2.1689 -1.2403 -5.8309
N: -2.7403 -0.3055 -4.8900
C: -1.8311 0.1641 -4.0523
S: -2.1460 1.2297 -2.7532
H: 0.5406 1.0251 -3.4111
H: 1.4668 -0.1686 -4.3288
H: 0.7224 -0.5625 -2.8102
H: -0.1808 -1.9341 -5.7130
H: -0.3334 -0.2375 -6.4540
H: -2.3970 -2.2811 -5.5053
H: -2.4852 -1.0004 -6.8250
H: -3.7267 -0.0920 -4.7973

* spin multiplicity: 1
* total charge: +1
* energy: -2016.609672 a.u.
* largest force on an atom: 0.09517 Eh/bohr

Entry 4:
Formula: C23H24AuN4S2Se
Source: OMol25
Level of theory: wB97M-V/def2-TZVPD

CARTESIAN COORDINATES (ANGSTROEM)
Au: 0.2476 -0.5008 0.6309
S: -0.9582 -1.9357 -0.9184
C: -0.0634 -1.3605 -2.2930
C: -0.6368 -1.6647 -3.5260
C: -0.0771 -1.2812 -4.7393
C: -0.7223 -1.5985 -5.9440
N: -1.2747 -1.8538 -6.9217
C: 1.1393 -0.5600 -4.7275
C: 1.7280 -0.2701 -3.5028
C: 1.1689 -0.6401 -2.2816
S: 2.1032 -0.1661 -0.8951
C: 1.7376 -0.1356 -5.9235
N: 2.2279 0.2291 -6.8991
H: -1.5632 -2.2231 -3.5266
H: 2.6616 0.2734 -3.4744
C: -1.4563 6.0998 -0.0765
C: -1.7630 5.6117 1.3348
C: -3.1655 5.0231 1.4933
C: -3.3603 3.6565 0.8328
N: -3.3580 3.6860 -0.6040
C: -2.4259 3.0685 -1.3870
Se: -0.9984 2.1453 -0.7794
N: -2.7791 3.2419 -2.6902
C: -2.0718 2.6912 -3.8204
C: -1.4255 3.7609 -4.7038
C: -0.3864 4.6143 -3.9786
C: 0.8735 3.8407 -3.6097
C: -3.9353 3.9815 -2.7412
C: -4.7106 4.4305 -3.7977
C: -5.8262 5.1960 -3.4977
C: -6.1875 5.4721 -2.1854
C: -5.4445 4.9932 -1.1196
C: -4.3041 4.2633 -1.4100
H: -0.5243 6.6602 -0.0775
H: -2.2532 6.7452 -0.4456
H: -1.3362 5.2639 -0.7589
H: -1.6778 6.4557 2.0249
H: -1.0207 4.8665 1.6270
H: -3.8978 5.7305 1.0995
H: -3.3691 4.8908 2.5588
H: -4.3109 3.2198 1.1641
H: -2.5455 2.9884 1.1230
H: -2.7832 2.1100 -4.4168
H: -1.3118 2.0120 -3.4275
H: -2.2074 4.4129 -5.1014
H: -0.9502 3.2542 -5.5450
H: -0.8392 5.0424 -3.0798
H: -0.1155 5.4456 -4.6357
H: 0.6615 3.0548 -2.8896
H: 1.6030 4.5107 -3.1605
H: 1.3164 3.3847 -4.4928
H: -4.4718 4.1911 -4.8204
H: -6.4356 5.5777 -4.3027
H: -7.0719 6.0620 -1.9928
H: -5.7545 5.1767 -0.1037

* energy above the lowest of the compared OMol25 structures with the same formula, charge and spin: 110.2 kJ/mol
* spin multiplicity: 1
* total charge: -1
* largest force on an atom: 0.02618 Eh/bohr

Entry 5:
Formula: C23H24BrCrN3O5S
Source: OMol25
Level of theory: wB97M-V/def2-TZVPD

CARTESIAN COORDINATES (ANGSTROEM)
Cr: 0.2024 -0.0366 0.8550
O: 2.3088 -3.1940 -1.4958
C: 2.0263 -2.6465 -2.6973
C: 2.5787 -3.2782 -3.8108
C: 2.3410 -2.7902 -5.0771
C: 1.5458 -1.6598 -5.2697
C: 0.9925 -1.0361 -4.1748
C: 1.2159 -1.5120 -2.8741
C: 0.5899 -0.8113 -1.7412
O: 0.9850 -1.1427 -0.5176
N: -0.3015 0.1058 -1.9607
N: -0.6924 0.6764 -0.7358
C: -1.4831 1.6770 -0.7914
C: -1.9389 2.4104 0.3768
C: -2.7714 3.5175 0.1772
C: -3.2440 4.2549 1.2426
C: -2.8904 3.8762 2.5362
C: -2.0764 2.7809 2.7568
C: -1.5871 2.0424 1.6839
O: -0.7972 0.9843 1.9554
H: 1.9372 -2.6097 -0.8128
H: 3.1956 -4.1516 -3.6476
H: 2.7812 -3.2914 -5.9297
H: 1.3650 -1.2792 -6.2651
H: 0.3655 -0.1634 -4.2963
H: -1.8106 1.9955 -1.7787
H: -3.0422 3.7876 -0.8368
H: -3.8849 5.1093 1.0769
H: -3.2592 4.4415 3.3823
H: -1.8020 2.4730 3.7570
O: -2.0244 -5.5089 2.3107
C: -1.6837 -4.2726 1.9418
C: -2.3494 -3.5526 0.9468
C: -1.9109 -2.2865 0.6431
N: -0.8752 -1.7203 1.2757
C: -0.2585 -2.4306 2.2105
Br: 1.2278 -1.4843 2.9149
C: -0.5954 -3.6976 2.6006
H: -2.7757 -5.8359 1.8012
H: -3.1910 -3.9764 0.4155
H: -2.3861 -1.6889 -0.1238
H: -0.0558 -4.2353 3.3653
C: 2.6473 5.0710 -0.0376
C: 2.6641 3.7070 0.6390
S: 1.8052 2.4889 -0.3528
O: 1.6794 1.2894 0.6002
C: 3.1021 2.0215 -1.5164
C: 4.0707 0.9980 -0.9458
H: 3.0376 5.8188 0.6507
H: 1.6350 5.3653 -0.3150
H: 3.2691 5.0926 -0.9325
H: 2.1103 3.7039 1.5786
H: 3.6720 3.3356 0.8286
H: 3.5909 2.9588 -1.7903
H: 2.5805 1.6440 -2.3965
H: 4.5477 1.3479 -0.0306
H: 4.8502 0.8078 -1.6826
H: 3.5632 0.0605 -0.7287

* energy above the lowest of the compared OMol25 structures with the same formula, charge and spin: 23.3 kJ/mol
* spin multiplicity: 2
* total charge: +1
* largest force on an atom: 0.01605 Eh/bohr
* expectation value of S²: 0.758

Entry 6:
Formula: C23H24Cl45F3N3O4P2S2
Source: OMol25
Level of theory: wB97M-V/def2-TZVPD

CARTESIAN COORDINATES (ANGSTROEM)
N: -1.5554 0.8930 2.2663
P: -3.0305 0.6790 1.6912
C: -3.3666 -1.2309 1.5915
C: -3.5389 -1.6625 3.1201
O: -3.4769 -0.7764 4.0152
O: -3.7866 -2.9064 3.5099
N: -2.2122 -1.7691 0.8687
P: -2.0506 -1.3335 -0.8151
S: -0.1479 -0.9329 -1.1388
C: -1.8095 -3.1363 1.1973
C: -0.8658 -3.2841 2.3621
C: -0.4918 -4.7256 2.6120
C: -1.0632 -5.7184 1.6668
N: -1.9272 -5.5611 0.5945
C: -2.2950 -4.2511 0.3433
S: -5.0291 -1.3562 0.7920
O: -5.1846 -0.5163 -0.4309
O: -5.9999 -0.8049 1.7787
C: -5.6489 -3.0572 0.3688
F: -7.0497 -2.9912 0.4425
F: -5.3933 -3.3472 -0.9841
F: -5.2839 -4.0649 1.2128
H: -1.6339 1.4274 3.1443
H: -4.0264 1.3032 2.5112
H: -3.1239 1.2977 0.4084
H: -2.3543 -2.4043 -1.7313
H: -2.7495 -0.1387 -1.1794
H: -0.4967 -2.4222 2.9727
H: 0.2026 -4.9975 3.4497
H: -0.7390 -6.7870 1.8610
H: -2.9708 -4.0420 -0.5244
C: -5.5879 1.5898 -3.6266
Cl: -6.5083 3.0303 -4.0822
Cl: -4.9183 0.7955 -5.0565
Cl: -4.2957 2.0039 -2.4983
H: -6.2621 0.8947 -3.1329
C: 1.7401 2.7274 2.4091
Cl: 0.6548 2.8298 3.8038
Cl: 0.9111 2.0254 1.0190
Cl: 2.3815 4.3305 2.0074
H: 2.5739 2.0822 2.6722
C: -2.2170 -5.3015 6.3454
Cl: -0.8657 -4.2583 6.8057
Cl: -1.9677 -5.9617 4.7286
Cl: -2.4259 -6.6059 7.5291
H: -3.1238 -4.7017 6.3330
C: -1.5710 -1.3435 -6.8167
Cl: -1.6217 -1.0517 -5.0765
Cl: -2.8296 -0.4129 -7.6453
Cl: 0.0257 -0.9412 -7.4660
H: -1.7549 -2.3983 -6.9926
C: 4.6309 4.5905 -1.7131
Cl: 4.0467 5.2092 -3.2637
Cl: 4.5709 5.8558 -0.4765
Cl: 3.6869 3.1855 -1.2086
H: 5.6656 4.2811 -1.8359
C: 6.0482 8.8601 -4.2855
Cl: 6.0401 7.9537 -2.7690
Cl: 6.0542 7.7592 -5.6685
Cl: 4.6565 9.9499 -4.3654
H: 6.9537 9.4592 -4.3216
C: 2.8255 5.3375 5.5857
Cl: 1.6579 6.5058 6.2159
Cl: 4.3790 6.1230 5.2627
Cl: 3.0323 3.9936 6.7149
H: 2.4413 4.9412 4.6491
C: -1.5611 -5.4435 11.3469
Cl: -2.7289 -4.2461 11.9198
Cl: -0.0011 -4.6825 11.0154
Cl: -1.3792 -6.7489 12.5274
H: -1.9360 -5.8704 10.4202
C: -4.2721 -4.1626 -6.8842
Cl: -4.3201 -3.1818 -5.4141
Cl: -2.6238 -4.7209 -7.2122
Cl: -5.3723 -5.5391 -6.7491
H: -4.5967 -3.5453 -7.7177
C: 3.1091 12.4305 -2.1069
Cl: 1.9955 12.6338 -3.4660
Cl: 4.0919 13.8842 -1.8849
Cl: 2.2212 12.0483 -0.6270
H: 3.7733 11.6003 -2.3306
C: 0.7076 -7.8790 -1.5921
Cl: -0.4123 -7.0822 -0.4751
Cl: -0.1243 -8.3424 -3.0857
Cl: 2.0840 -6.8256 -1.9499
H: 1.0841 -8.7820 -1.1186
C: -5.1286 -9.7479 -6.2964
Cl: -6.3006 -8.5624 -5.7070
Cl: -3.5792 -8.9710 -6.6440
Cl: -4.9204 -11.0534 -5.1225
H: -5.5106 -10.1760 -7.2189
C: 7.2372 5.2558 2.2142
Cl: 8.5909 6.2848 2.6956
Cl: 7.4594 4.6511 0.5689
Cl: 7.0464 3.9130 3.3469
H: 6.3293 5.8542 2.2368
C: 8.2111 8.9608 5.4783
Cl: 8.1697 9.8917 6.9809
Cl: 9.8594 8.4184 5.1285
Cl: 7.1081 7.5823 5.5707
H: 7.8847 9.6060 4.6673
C: 3.4604 -2.4303 -8.0390
Cl: 3.7923 -3.2780 -9.5560
Cl: 4.1674 -3.3006 -6.6732
Cl: 4.0732 -0.7725 -8.1058
H: 2.3837 -2.3911 -7.8982

* spin multiplicity: 1
* total charge: -1
* energy: -23843.161232 a.u.
* largest force on an atom: 0.12254 Eh/bohr

Entry 7:
Formula: C23H24Cl5N5NaSSi
Source: OMol25
Level of theory: wB97M-V/def2-TZVPD

CARTESIAN COORDINATES (ANGSTROEM)
Na: -5.3866 -17.0930 3.6063
C: -6.3187 -20.5534 0.7107
C: -6.3309 -19.7177 1.9410
N: -5.3351 -19.5850 2.7256
N: -4.1096 -20.0414 2.2767
C: -3.6799 -21.2856 2.4988
N: -2.3660 -21.4788 2.0015
S: -4.4797 -22.5302 3.2222
C: -7.6241 -19.0855 2.3748
C: -8.8604 -19.6826 2.2474
C: -9.9415 -18.9517 2.7205
C: -9.8164 -17.7187 3.3424
C: -8.5253 -17.2044 3.3814
N: -7.4985 -17.8881 2.9304
H: -6.5994 -20.0808 -0.2135
H: -7.0898 -21.2924 0.7936
H: -5.3819 -21.0093 0.5245
H: -3.4569 -19.1600 2.0800
H: -1.7202 -20.6857 1.8833
H: -1.9307 -22.2683 2.3744
H: -8.8522 -20.6664 1.6976
H: -10.9540 -19.3469 2.5407
H: -10.7028 -17.0920 3.6002
H: -8.3100 -16.2130 3.6458
Cl: -1.6596 -17.4252 4.2981
C: -2.1010 -16.6465 2.7067
C: -3.1064 -17.2348 1.9584
C: -3.3557 -16.6028 0.7677
Cl: -4.6448 -17.2757 -0.2378
C: -2.6761 -15.4746 0.3356
Cl: -2.9936 -14.5632 -1.1698
C: -1.6521 -14.9733 1.1147
Cl: -0.7589 -13.5746 0.5353
C: -1.3297 -15.5328 2.3416
Cl: -0.1656 -14.8135 3.3734
C: -5.7446 -14.9612 7.5511
Si: -6.8899 -14.6418 6.1167
C: -8.3666 -15.7037 6.5930
C: -7.2255 -12.7747 6.3323
N: -6.3268 -15.0630 4.5938
C: -5.4775 -14.2304 3.8913
C: -4.4580 -13.4408 4.4984
C: -3.6255 -12.5673 3.8656
C: -3.6775 -12.5096 2.4870
C: -4.6372 -13.3218 1.8182
C: -5.5122 -14.1026 2.5119
H: -6.3136 -14.9299 8.4780
H: -4.8625 -14.3115 7.3331
H: -5.3159 -16.0016 7.5439
H: -8.5087 -15.6380 7.6411
H: -8.0663 -16.7541 6.3936
H: -9.3571 -15.4772 6.2072
H: -7.5555 -12.5464 7.3572
H: -7.9769 -12.4059 5.6334
H: -6.3312 -12.1367 6.0575
H: -4.3799 -13.5307 5.5418
H: -2.8833 -11.9968 4.4124
H: -2.9669 -11.8403 1.9069
H: -4.7823 -13.2968 0.7324
H: -6.3260 -14.5894 1.9515

* spin multiplicity: 1
* total charge: -1
* energy: -4315.662201 a.u.
* largest force on an atom: 0.04738 Eh/bohr